{
  "formula": "C32H54O34S6",
  "method": "wB97M-V/def2-TZVPD",
  "elements": ["O", "S", "O", "O", "C", "C", "O", "H", "H", "H", "H", "O", "S", "O", "O", "C", "C", "O", "H", "H", "H", "H", "O", "S", "O", "O", "C", "C", "O", "H", "H", "H", "H", "O", "S", "O", "O", "C", "C", "O", "H", "H", "H", "H", "O", "S", "O", "O", "C", "C", "O", "H", "H", "H", "H", "O", "S", "O", "O", "C", "C", "O", "H", "H", "H", "H", "O", "C", "C", "C", "C", "O", "H", "H", "H", "H", "H", "H", "O", "C", "C", "C", "C", "O", "H", "H", "H", "H", "H", "H", "O", "C", "C", "C", "C", "O", "H", "H", "H", "H", "H", "H", "O", "C", "C", "C", "C", "O", "H", "H", "H", "H", "H", "H", "O", "C", "C", "C", "C", "O", "H", "H", "H", "H", "H", "H"],
  "coordinates": [[-32.471830, 25.576110, -6.151260], [-31.188180, 25.781460, -6.951550], [-29.840640, 25.721990, -6.376950], [-31.321030, 25.042600, -8.460980], [-31.061450, 25.903110, -9.519130], [-30.668770, 27.246610, -8.923330], [-31.464160, 27.235640, -7.802460], [-30.267650, 25.477590, -10.133060], [-32.035700, 25.873080, -10.007020], [-30.614360, 28.077740, -9.626440], [-29.646950, 27.318280, -8.550700], [-36.933970, 22.806420, -12.927160], [-35.547100, 22.345010, -13.085730], [-35.242140, 20.908840, -13.316650], [-34.759400, 23.281480, -14.182110], [-33.321730, 23.170600, -14.032120], [-33.198460, 23.306390, -12.543070], [-34.483370, 22.918100, -11.951890], [-32.952820, 22.275810, -14.533470], [-32.771840, 23.922190, -14.598540], [-32.916850, 24.286330, -12.157680], [-32.406860, 22.718550, -12.078420], [-32.108780, 19.524120, -14.973390], [-31.771210, 18.895510, -13.687570], [-31.305780, 19.534360, -12.465290], [-32.797920, 17.685630, -13.284230], [-32.419400, 16.381700, -13.884370], [-31.002210, 16.503680, -14.521550], [-30.595430, 17.800250, -14.074290], [-32.385100, 15.774680, -12.979690], [-33.154270, 16.047130, -14.616580], [-31.047350, 16.488870, -15.610510], [-30.267630, 15.737070, -14.274960], [-35.973420, 18.894020, -7.492280], [-35.471340, 19.981860, -8.312120], [-35.502270, 21.328380, -7.760440], [-33.973930, 19.559680, -9.002210], [-34.029380, 19.225740, -10.315020], [-35.507520, 18.916720, -10.626820], [-36.225380, 19.795090, -9.813830], [-33.726220, 20.079610, -10.920900], [-33.310370, 18.496280, -10.687850], [-35.760170, 17.881570, -10.397200], [-35.729060, 19.132670, -11.672000], [-29.950420, 21.780680, -5.154300], [-30.166400, 21.114990, -3.855870], [-31.543880, 20.669270, -3.489770], [-29.248180, 19.662220, -3.782410], [-28.694700, 19.332250, -2.552720], [-28.422530, 20.719790, -1.963160], [-29.334990, 21.677180, -2.548400], [-29.371900, 18.595390, -2.120830], [-27.774480, 18.770000, -2.711370], [-27.508250, 21.269080, -2.187790], [-28.567030, 20.840120, -0.889500], [-32.131300, 13.191220, -4.042690], [-31.516980, 14.405470, -3.693310], [-30.509950, 14.394740, -2.636200], [-31.088580, 15.309950, -5.030240], [-31.504560, 16.584170, -5.039670], [-32.241860, 16.870910, -3.764120], [-32.639010, 15.586910, -3.338020], [-30.792530, 17.398130, -5.175980], [-32.123400, 16.750670, -5.921380], [-32.948330, 17.695900, -3.855720], [-31.485270, 17.206890, -3.055030], [-37.245570, 26.997190, -10.118950], [-36.677600, 26.012520, -9.576710], [-35.475630, 25.351230, -9.971110], [-35.016560, 24.903370, -8.566630], [-36.373210, 24.474960, -7.943360], [-37.236110, 25.441590, -8.397770], [-35.749900, 24.497330, -10.590580], [-34.753620, 25.957330, -10.518310], [-34.372970, 24.029680, -8.669380], [-34.491910, 25.638560, -7.956430], [-36.713250, 23.510330, -8.320130], [-36.320330, 24.423710, -6.855850], [-30.619360, 18.807480, -7.470070], [-30.879770, 19.894970, -7.859100], [-30.221750, 20.534930, -9.018750], [-31.131010, 21.662640, -9.333770], [-32.024930, 21.859130, -8.049750], [-31.898460, 20.630030, -7.408470], [-29.223170, 20.666310, -8.602000], [-30.059630, 19.926520, -9.908490], [-30.647480, 22.606400, -9.585990], [-31.815070, 21.412750, -10.144770], [-31.604030, 22.552280, -7.321420], [-33.038720, 22.109370, -8.362330], [-29.935210, 14.892590, -12.106570], [-30.214430, 15.097680, -10.908560], [-30.611530, 16.516480, -10.416710], [-31.585420, 16.061480, -9.286630], [-31.158570, 14.670240, -8.907560], [-30.385880, 14.153850, -10.002590], [-29.809410, 17.173710, -10.080890], [-31.190080, 17.093910, -11.137790], [-31.528070, 16.653690, -8.373340], [-32.553430, 16.020230, -9.785990], [-30.543180, 14.744510, -8.010970], [-31.991210, 14.071420, -8.538490], [-27.938940, 24.065650, -10.513750], [-27.375060, 23.619730, -9.471460], [-25.849990, 23.747210, -9.188080], [-25.809910, 22.964420, -7.794660], [-27.253770, 23.090980, -7.299890], [-28.068500, 23.232130, -8.403510], [-25.153770, 23.304540, -9.900410], [-25.569940, 24.788630, -9.029610], [-25.587920, 21.903600, -7.910750], [-25.281750, 23.463480, -6.982210], [-27.533930, 22.220540, -6.706650], [-27.349800, 24.027900, -6.751200], [-27.359690, 19.142610, -9.719880], [-27.097070, 19.190720, -10.944120], [-27.424520, 18.199940, -12.111080], [-26.934260, 19.053430, -13.299290], [-25.894040, 20.022000, -12.731420], [-26.289160, 20.167310, -11.353620], [-26.740820, 17.355160, -12.027460], [-28.461590, 17.866680, -12.150130], [-26.546750, 18.360100, -14.045770], [-27.671640, 19.739160, -13.716580], [-24.917920, 19.642150, -13.033080], [-26.054120, 20.964280, -13.255420]],
  "forces_ev_per_a": [[5.12, 0.33, -2.78], [-3.36, 1.34, -0.62], [-2.90, -0.11, -1.26], [0.64, -1.70, 4.03], [0.68, 0.21, -1.45], [1.76, -1.05, -0.62], [-1.00, 0.64, 3.42], [-0.05, -0.07, -0.14], [0.18, 0.83, -0.67], [-1.57, 0.30, 0.27], [0.57, -0.83, -0.23], [3.78, -0.93, -0.11], [1.19, -0.39, -0.65], [-0.89, 3.37, 0.62], [-1.15, -0.62, -1.13], [-0.55, -0.19, -0.53], [0.62, -0.56, 1.60], [-0.81, -0.68, 0.04], [-0.29, -0.65, 0.74], [-0.75, 0.69, 0.23], [-0.81, 0.47, -0.45], [-0.20, -0.73, -0.29], [0.13, -0.37, 3.33], [1.52, -3.13, -1.73], [-1.33, -0.17, -2.20], [0.30, 1.08, -0.90], [0.53, -0.03, 0.75], [-1.23, 1.03, -0.32], [0.86, 1.21, 0.54], [-0.09, -0.41, -0.42], [-0.14, 0.25, 0.31], [-0.29, 0.33, -0.11], [-0.23, 0.31, 0.84], [1.18, 1.57, -1.00], [-0.45, -1.70, -1.08], [0.41, -2.20, -1.77], [-0.74, 0.90, 3.89], [-0.82, 0.49, -3.15], [1.17, -0.77, -0.55], [-0.17, 1.82, 2.26], [-0.22, 0.56, -0.05], [-0.16, -0.74, 0.96], [-0.08, -0.07, 0.13], [-0.10, 0.08, 0.17], [0.04, -1.19, 3.58], [-0.96, -3.59, 0.41], [3.58, 1.96, -0.81], [-1.19, 1.49, -3.09], [0.27, 0.39, -0.20], [-0.14, 1.17, 1.09], [-2.21, 0.43, -1.82], [-0.18, 0.66, 1.10], [0.21, 0.30, -0.21], [0.73, -1.27, -0.17], [-0.16, -0.43, 0.01], [-0.35, -0.18, -0.64], [0.50, 4.33, 1.42], [-1.34, 0.29, -2.18], [2.09, -4.47, 0.80], [-1.62, 3.82, -1.30], [2.05, 0.01, 0.47], [-1.03, -2.04, 0.81], [1.02, -0.60, 0.12], [-0.50, -0.36, -0.06], [-0.76, -0.86, 0.10], [-0.03, 0.22, 0.35], [1.96, -3.62, 2.00], [-5.30, 4.82, -0.54], [1.80, -0.81, 0.86], [0.21, -2.09, -0.29], [2.00, -0.94, 0.13], [-0.44, 2.45, -2.31], [0.10, -0.19, 0.08], [-0.37, 0.21, 0.06], [0.23, 0.00, 0.25], [-0.22, 0.25, -0.25], [0.25, -0.25, 0.04], [-0.23, 0.22, -0.02], [0.21, -1.62, 1.53], [-1.13, -0.37, -1.67], [0.67, -0.01, -0.17], [-0.76, 2.25, 0.42], [1.69, 0.58, -1.25], [-0.68, -1.46, 1.36], [0.28, 1.00, -0.41], [-0.19, -0.58, 0.45], [0.11, -0.03, -0.09], [0.15, -0.21, -0.15], [-0.24, 0.62, -0.40], [-0.07, -0.25, 0.57], [-0.13, -0.22, 2.99], [0.19, 1.71, -4.01], [-0.81, -1.13, 1.32], [0.28, 0.64, -0.46], [0.53, 0.63, 1.53], [-0.42, -0.54, 0.00], [0.34, -0.44, 0.14], [0.34, -0.35, -0.41], [-0.54, 0.43, -0.38], [-0.36, 0.23, 0.59], [0.59, -0.18, -0.20], [0.01, -0.60, -0.99], [1.60, -1.95, 3.41], [-0.83, 2.95, -3.94], [-0.59, -1.63, 2.28], [-0.68, 0.84, -0.44], [1.29, 0.04, 1.19], [-0.98, -0.30, -2.09], [-0.56, 0.04, -0.24], [-0.32, 0.07, -0.19], [0.43, 0.21, -0.07], [0.90, -0.36, -0.45], [-0.34, 0.24, 0.02], [-0.15, -0.18, 0.51], [0.13, -0.21, -3.82], [-0.56, -1.25, 3.76], [0.70, 1.90, 0.44], [-0.55, -0.37, -0.20], [-1.29, -0.45, -1.21], [1.27, 0.36, -0.82], [-0.21, -0.17, 0.33], [0.15, 0.11, 0.11], [0.02, 0.49, -0.32], [-0.61, -0.77, -0.14], [0.53, 0.17, 1.39], [0.35, 0.22, 0.48]],
  "mulliken_charge": [-0.5762, 1.1886, -0.5373, 0.0965, 0.1782, -0.4849, -0.4347, 0.1887, -0.1398, 0.3752, 0.3389, -0.5554, 1.0601, -0.5089, -0.4138, -0.2369, 0.5103, -0.2617, 0.1372, 0.3279, 0.1246, -0.1625, -0.6085, 0.9759, -0.1718, -0.3301, -0.2746, -0.3420, -0.4410, 0.1811, 0.3509, 0.3270, 0.2899, -0.6264, 1.0637, -0.3835, -0.1269, 1.4707, -0.4249, -0.4256, -0.6746, -0.5836, 0.3146, 0.4022, -0.1970, 0.9569, -0.5774, -0.3118, -0.1766, -0.3581, -0.3291, 0.2158, 0.2851, 0.2515, 0.2706, -0.4941, 1.0673, -0.5349, -0.2830, 0.0288, -0.1222, -0.4284, 0.1924, 0.0379, 0.4016, 0.1184, -0.6374, 0.2398, 0.4079, 0.4787, -0.4324, -0.3857, -0.1701, 0.2617, -0.5100, 0.0892, 0.2386, 0.3898, -0.7047, 0.0746, 1.2901, 1.4716, 0.6444, -0.2243, -0.2191, -0.4828, 0.4306, -1.5651, 0.1413, -1.0452, -0.5936, 0.3101, 1.1413, 0.0506, -0.5306, -0.3535, 0.0497, -0.7651, -0.2750, 0.3333, 0.2786, 0.3280, -0.6866, 0.3967, -0.5515, -0.7210, -0.1993, -0.0249, 0.3144, 0.2922, 0.2817, 0.4045, 0.2142, 0.2873, -0.6633, 0.5961, 0.4133, -0.5443, -0.5424, -0.2791, 0.3384, -0.4279, 0.4178, 0.1360, 0.2503, 0.3521],
  "homo_energy_ha": -0.3591,
  "gap_ev": 9.743,
  "smiles": "O=S1(=O)OCCO1.O=S1(=O)OCCO1.O=S1(=O)OCCO1.O=S1(=O)OCCO1.O=S1(=O)OCCO1.O=S1(=O)OCCO1.O=C1CCCO1.O=C1CCCO1.O=C1CCCO1.O=C1CCCO1.O=C1CCCO1",
  "lumo_energy_ev": -0.030
}

---

{
  "formula": "C4H11N3O2",
  "method": "wB97M-V/def2-TZVPD",
  "elements": ["C", "C", "O", "O", "H", "H", "H", "C", "C", "N", "N", "N", "H", "H", "H", "H", "H", "H", "H", "H"],
  "coordinates": [[2.094179, 0.824220, -0.048700], [2.686187, -0.421592, 0.380502], [3.407310, -1.077343, -0.561477], [2.468880, -0.869758, 1.457241], [1.516942, 1.308779, 0.694086], [1.462758, 0.893809, -0.984837], [3.018439, 1.398305, -0.283783], [-2.125031, -1.739807, -0.597347], [-1.585254, 0.559312, -0.061446], [-1.649066, -0.385649, -0.896356], [-2.019399, 0.584888, 1.389932], [-0.738349, 1.730746, -0.469390], [3.566570, -1.951885, -0.704674], [-1.307011, 1.107351, 1.958901], [-2.255427, -0.319573, 1.876628], [-0.713136, 2.545858, 0.040417], [-1.135898, 2.041199, -1.376939], [-2.417926, -1.875331, 0.320869], [-1.316015, -2.445311, -0.861845], [-2.958754, -1.908226, -1.271782]],
  "forces_ev_per_a": [[0.92, 2.17, -2.93], [-0.74, -3.22, -0.44], [-0.50, 5.74, -0.89], [0.02, -0.65, 1.53], [-0.06, 0.24, 1.11], [1.10, -0.88, 0.81], [-0.76, 0.46, 0.05], [1.84, 1.70, -4.86], [1.92, 4.77, 5.72], [-0.29, -2.73, -1.43], [2.48, -0.81, -2.75], [-4.29, -4.36, -2.11], [0.33, -3.96, 0.75], [-1.22, -0.39, -0.60], [0.30, 1.14, -1.09], [0.04, 1.93, 2.44], [0.96, -0.66, 0.03], [-1.62, -0.66, 5.16], [-0.32, 0.40, -0.13], [-0.12, -0.24, -0.36]],
  "mulliken_spin": [0.0033, 0.0007, -0.0002, 0.0022, -0.0014, 0.0005, -0.0007, -0.0067, -0.0081, 0.5057, 0.2160, 0.2293, 0.0003, -0.0020, -0.0087, -0.0028, -0.0032, 0.0000, 0.0339, 0.0419],
  "homo_energy_ha": [-0.4877, -0.4873],
  "relative_energy_kcal_mol": 91.5,
  "gap_ev": [9.508, 4.386],
  "charge": 1,
  "multiplicity": 2,
  "lumo_energy_ev": [-3.762, -8.874]
}